(1)
C7H15NO | wB97M-V/def2-TZVPD

Its SMILES is CC/C(C)=[N+](/[O-])C(C)C. The gap between HOMO and LUMO (spin up / spin down) is 8.65 / 8.32 eV. The calculation puts the energy at -11035.52208 eV. For the HOMO energy (spin up / spin down), the calculation gives -7.8 / -7.8 eV. The energy above the lowest of the compared OMol25 structures with the same formula, charge and spin is 118.82 kcal/mol. As for the LUMO energy (spin up / spin down): 0.846 / 0.549 eV.

Structure (ORCA input):
```
! RIJCOSX wB97M-V def2-TZVPD def2/J DEFGRID3
* xyz 0 1
C 2.428 0.256 -0.862
C 1.438 0.532 0.219
C 0.673 -0.651 0.678
C 1.344 -1.913 1.043
N -0.734 -0.950 -0.005
O -1.225 -2.044 -0.261
C -1.511 0.271 -0.393
C -1.896 1.074 0.877
C -2.797 -0.058 -1.074
H 3.165 -0.546 -0.610
H 2.950 1.142 -1.095
H 1.890 -0.095 -1.862
H 0.767 1.360 0.065
H 2.238 0.773 1.067
H 0.438 -2.561 1.340
H 1.917 -2.395 0.253
H 1.877 -1.779 1.983
H -0.843 0.969 -1.054
H -2.279 1.991 0.619
H -2.589 0.456 1.483
H -1.086 1.218 1.534
H -3.485 0.688 -0.788
H -3.150 -1.052 -0.757
H -2.648 -0.210 -2.154
*
```

=====

(2)
C7H15NO2S | wB97M-V/def2-TZVPD

The gap between HOMO and LUMO is 9.40 eV. The calculation puts the energy at -23919.63948 eV. For the HOMO energy, the calculation gives -8.7 eV. The energy above the lowest of the compared OMol25 structures with the same formula, charge and spin is 55.53 kcal/mol. As for the LUMO energy: 0.653 eV.

Structure (ORCA input):
```
! RIJCOSX wB97M-V def2-TZVPD def2/J DEFGRID3
* xyz 0 1
C -1.074 -0.771 -0.863
C 0.854 -2.512 0.664
C 1.228 -0.072 -1.549
C 0.567 2.103 0.836
C -1.204 2.092 -0.850
C 0.636 -1.130 1.137
C 0.122 0.013 -0.487
N -0.363 1.296 0.115
O -2.192 -0.541 -0.070
O -1.054 -1.696 -1.625
S -0.548 -0.943 2.473
H 1.262 -3.249 1.349
H 0.018 -3.151 0.361
H 1.360 -2.609 -0.230
H 1.025 -1.047 -1.855
H 1.010 0.683 -2.190
H 2.134 -0.020 -0.978
H 1.025 2.862 0.165
H 0.105 2.452 1.652
H 1.372 1.599 1.250
H -0.534 2.475 -1.759
H -2.062 1.520 -1.052
H -1.721 2.886 -0.345
H 1.466 -0.709 1.462
H -1.961 0.272 0.381
H -1.470 -1.805 2.007
*
```

=====

(3)
C7H15NO4S | wB97M-V/def2-TZVPD

The gap between HOMO and LUMO is 8.64 eV. The calculation puts the energy at -28013.77208 eV. For the HOMO energy, the calculation gives -8.0 eV. The energy above the lowest of the compared OMol25 structures with the same formula, charge and spin is 75.12 kcal/mol. As for the LUMO energy: 0.681 eV.

Structure (ORCA input):
```
! RIJCOSX wB97M-V def2-TZVPD def2/J DEFGRID3
* xyz 0 1
C 0.519 -0.312 -0.506
C 1.830 1.459 1.298
C -2.634 0.661 0.711
C -2.387 -0.570 -1.451
C -1.915 -1.784 0.783
C 2.219 0.859 -0.002
C -1.937 -0.463 0.006
N 2.782 1.742 -0.938
O 3.395 -1.140 -1.281
O 0.693 -1.289 -1.178
O 2.864 -1.487 1.238
O -0.554 0.173 -0.015
S 3.511 -0.570 0.269
H 2.494 2.462 1.675
H 0.862 1.796 1.488
H 1.987 0.804 2.202
H -3.770 0.760 0.541
H -2.488 0.663 1.683
H -2.305 1.690 0.382
H -1.561 -1.095 -1.992
H -2.383 0.480 -1.756
H -3.519 -0.838 -1.431
H -2.880 -2.224 0.450
H -1.208 -2.394 0.313
H -1.845 -1.481 1.797
H 2.360 2.683 -1.171
H 2.609 -1.830 -1.319
H 3.263 1.245 -1.798
*
```

=====

(4)
C7H15NO5Si2Tl | wB97M-V/def2-TZVPD

The gap between HOMO and LUMO is 2.10 eV. The calculation puts the energy at -39637.42100 eV. For the HOMO energy, the calculation gives -19.1 eV. As for the LUMO energy: -16.969 eV.

Structure (ORCA input):
```
! RIJCOSX wB97M-V def2-TZVPD def2/J DEFGRID3
* xyz 3 1
C 2.472 0.777 2.598
C 3.034 -0.482 2.085
Si 1.808 -1.735 1.282
O 1.593 -1.600 -0.416
Si 1.922 -0.053 -1.072
C 0.321 0.747 -1.839
C -0.449 1.464 -0.574
C -1.981 0.929 -0.453
C -2.147 -0.110 0.796
O -3.532 0.009 1.267
C -4.390 -0.768 0.410
O -4.291 -2.020 0.302
O 3.092 -0.258 -2.377
N 3.194 -1.615 -2.625
O 2.397 -1.850 -3.481
H 1.513 0.756 3.253
H 2.977 1.784 2.319
H 4.153 -0.746 2.189
H 2.365 -3.086 1.542
H 0.482 -1.743 1.942
H 2.488 0.941 -0.158
H 0.694 1.530 -2.603
H -0.333 -0.069 -2.304
H -0.449 2.585 -0.836
H 0.141 1.291 0.407
H -2.328 0.463 -1.466
H -2.629 1.874 -0.216
H -1.473 0.218 1.679
H -1.864 -1.176 0.499
H -5.160 -0.232 -0.245
Tl -3.620 2.174 -1.906
*
```

=====

(5)
C7H15O2 | wB97M-V/def2-TZVPD

The gap between HOMO and LUMO is 7.59 eV. The calculation puts the energy at -11599.00118 eV. For the HOMO energy, the calculation gives -4.0 eV. The energy above the lowest of the compared OMol25 structures with the same formula, charge and spin is 0.00 kcal/mol. As for the LUMO energy: 3.554 eV.

Structure (ORCA input):
```
! RIJCOSX wB97M-V def2-TZVPD def2/J DEFGRID3
* xyz -1 1
C 2.099 -0.061 -1.489
C 1.238 0.410 -2.645
C 2.264 0.937 -0.320
O 1.352 1.794 -0.207
O 3.241 0.756 0.435
H 1.631 -0.939 -1.016
H 3.081 -0.440 -1.795
H 0.997 -0.409 -3.334
H 1.665 1.293 -3.122
H 0.258 0.721 -2.261
C -1.108 -0.217 0.791
C -0.463 -1.508 1.283
C -2.601 -0.385 0.507
C -0.879 0.947 1.750
H -0.583 0.063 -0.125
H -0.567 -2.297 0.533
H -0.919 -1.866 2.213
H -3.125 -0.380 1.462
H -2.964 0.417 -0.134
H -2.841 -1.294 -0.060
H 0.036 0.824 2.344
H -0.721 1.895 1.235
H -1.686 1.075 2.485
H 0.598 -1.335 1.467
*
```

=====

(6)
C7H15O3P | wB97M-V/def2-TZVPD

Its SMILES is CO[P@@](=O)(C(C)=O)C(C)(C)C. The gap between HOMO and LUMO is 9.70 eV. The calculation puts the energy at -22932.98386 eV. For the HOMO energy, the calculation gives -9.4 eV. The energy above the lowest of the compared OMol25 structures with the same formula, charge and spin is 20.30 kcal/mol. As for the LUMO energy: 0.329 eV.

Structure (ORCA input):
```
! RIJCOSX wB97M-V def2-TZVPD def2/J DEFGRID3
* xyz 0 1
C 2.406 -0.941 -0.897
O 1.473 0.099 -0.645
P 0.510 -0.041 0.670
O 1.057 -1.037 1.571
C 0.623 1.756 1.215
C 2.039 1.958 1.832
O -0.264 2.581 1.219
C -1.139 -0.334 -0.010
C -1.579 0.822 -0.923
C -1.154 -1.550 -0.971
C -2.105 -0.420 1.251
H 1.868 -1.554 -1.700
H 2.372 -1.692 0.064
H 3.408 -0.479 -1.007
H 2.070 2.095 2.950
H 2.479 2.931 1.398
H 2.790 1.243 1.544
H -1.064 0.706 -1.864
H -2.632 0.815 -1.084
H -1.366 1.887 -0.608
H -0.258 -2.046 -1.053
H -1.428 -1.158 -1.932
H -2.116 -2.274 -0.747
H -2.081 -1.309 1.865
H -1.941 0.475 1.720
H -3.116 -0.384 0.885
*
```

=====

(7)
C7H15O4Sc | wB97M-V/def2-TZVPD

The expectation value of S² is 0.76. The gap between HOMO and LUMO (spin up / spin down) is 7.04 / 8.05 eV. The calculation puts the energy at -36380.68264 eV. For the HOMO energy (spin up / spin down), the calculation gives -11.7 / -12.7 eV. As for the LUMO energy (spin up / spin down): -4.638 / -4.642 eV.

Structure (ORCA input):
```
! RIJCOSX wB97M-V def2-TZVPD def2/J DEFGRID3
* xyz 1 2
C -0.930 -2.669 -1.101
O -0.228 -1.789 -0.312
C 0.656 -2.214 0.758
H -1.599 -1.700 -1.917
H -1.651 -3.264 -0.521
H 1.663 -2.347 0.321
H 0.257 -3.150 1.191
Sc 0.096 -0.257 1.567
C -2.246 -0.300 -2.702
O -2.664 0.416 -1.608
C -2.149 1.724 -1.485
C -0.827 1.767 -0.744
O -0.952 1.331 0.602
C -1.239 2.338 1.581
C -1.473 1.613 2.904
O -0.499 0.652 3.137
H -2.777 0.087 -3.586
H -1.382 -0.666 -3.261
H -2.908 2.309 -0.948
H -2.011 2.183 -2.479
H -0.098 1.099 -1.223
H -0.421 2.789 -0.764
H -2.121 2.921 1.278
H -0.365 3.008 1.642
H -1.497 2.388 3.695
H -2.489 1.167 2.873
H -0.239 -3.254 -1.721
*
```

=====

(8)
C7H15O4Tl | wB97M-V/def2-TZVPD

The expectation value of S² is 0.75. The gap between HOMO and LUMO (spin up / spin down) is 7.27 / 9.65 eV. The calculation puts the energy at -20372.79019 eV. For the HOMO energy (spin up / spin down), the calculation gives -11.0 / -13.4 eV. The energy above the lowest of the compared OMol25 structures with the same formula, charge and spin is 0.00 kcal/mol. As for the LUMO energy (spin up / spin down): -3.699 / -3.712 eV.

Structure (ORCA input):
```
! RIJCOSX wB97M-V def2-TZVPD def2/J DEFGRID3
* xyz 1 2
C -2.249 2.411 0.701
O -1.664 1.333 1.257
C -0.649 1.538 2.271
H -2.525 0.739 -1.077
H -1.677 3.346 0.696
H -0.934 0.938 3.155
H -0.675 2.607 2.562
Tl 1.146 1.004 1.338
C -2.391 -0.364 -1.414
O -1.039 -0.534 -1.750
C -0.456 -1.735 -1.313
C 0.204 -1.635 0.050
O 1.154 -0.579 0.105
C 2.504 -0.896 -0.256
C 3.272 0.424 -0.277
O 2.985 1.200 0.837
H -3.037 -0.729 -2.232
H -2.728 -0.887 -0.505
H 0.285 -2.013 -2.076
H -1.210 -2.542 -1.265
H -0.534 -1.426 0.836
H 0.694 -2.591 0.293
H 2.527 -1.393 -1.237
H 2.907 -1.582 0.508
H 4.348 0.170 -0.348
H 3.014 0.951 -1.219
H -3.273 2.246 0.362
*
```

=====

(9)
C7H15OP | wB97M-V/def2-TZVPD

The gap between HOMO and LUMO is 9.99 eV. The calculation puts the energy at -18834.80233 eV. For the HOMO energy, the calculation gives -9.5 eV. The energy above the lowest of the compared OMol25 structures with the same formula, charge and spin is 68.62 kcal/mol. As for the LUMO energy: 0.516 eV.

Structure (ORCA input):
```
! RIJCOSX wB97M-V def2-TZVPD def2/J DEFGRID3
* xyz 0 1
C 0.004 -0.769 0.452
C -1.059 -0.198 1.364
C -1.921 1.052 1.123
C 1.516 -0.975 -1.501
C 1.557 1.158 -0.047
C -0.346 0.603 -1.709
C 0.615 0.057 -0.672
O -1.191 -1.476 0.053
P -1.221 -1.220 2.867
H 0.627 -1.555 0.871
H -2.582 1.262 1.891
H -2.468 0.941 0.148
H -1.418 1.992 0.818
H 1.847 -0.582 -2.432
H 1.080 -1.902 -1.661
H 2.449 -1.125 -1.057
H 2.374 1.482 -0.692
H 1.117 2.166 0.051
H 1.833 0.835 0.933
H -1.163 -0.078 -1.718
H 0.159 0.530 -2.703
H -0.630 1.638 -1.552
H 0.241 -1.491 3.050
H -1.418 -2.346 2.125
*
```

=====

(10)
C7H16Br2Si | wB97M-V/def2-TZVPD

The gap between HOMO and LUMO (spin up / spin down) is 5.66 / 8.54 eV. The calculation puts the energy at -155476.96370 eV. For the HOMO energy (spin up / spin down), the calculation gives -6.4 / -8.9 eV. The energy above the lowest of the compared OMol25 structures with the same formula, charge and spin is 126.71 kcal/mol. As for the LUMO energy (spin up / spin down): -0.737 / -0.378 eV.

Structure (ORCA input):
```
! RIJCOSX wB97M-V def2-TZVPD def2/J DEFGRID3
* xyz 0 1
C 0.343 -0.752 2.047
C 0.687 -2.163 -0.052
C 1.933 -0.009 0.200
C -0.642 0.635 -2.112
C -2.586 -0.374 0.069
C -0.147 4.734 1.499
C 0.606 -0.703 0.507
Si -0.845 0.145 -0.346
Br -3.031 -2.360 -0.052
Br -0.278 3.202 0.317
H 1.261 -1.354 2.477
H 0.384 0.240 2.419
H -0.696 -1.167 2.188
H -0.136 -2.721 0.194
H 1.583 -2.620 0.499
H 0.881 -2.215 -1.075
H 1.936 0.968 0.604
H 2.813 -0.531 0.321
H 1.900 0.225 -0.882
H -1.499 0.695 -2.674
H 0.009 1.554 -2.124
H -0.039 -0.068 -2.619
H -2.815 -0.321 1.079
H -3.191 0.342 -0.534
H 0.508 4.551 2.300
H -1.163 5.127 1.757
*
```

=====

(11)
C7H16Cl | wB97M-V/def2-TZVPD

The expectation value of S² is 0.75. The gap between HOMO and LUMO (spin up / spin down) is 8.45 / 11.41 eV. The calculation puts the energy at -20038.36433 eV. For the HOMO energy (spin up / spin down), the calculation gives -7.7 / -11.0 eV. The energy above the lowest of the compared OMol25 structures with the same formula, charge and spin is 33.37 kcal/mol. As for the LUMO energy (spin up / spin down): 0.765 / 0.374 eV.

Structure (ORCA input):
```
! RIJCOSX wB97M-V def2-TZVPD def2/J DEFGRID3
* xyz 0 2
Cl -2.396 -0.856 -1.559
H -2.196 -0.468 -0.404
C -2.331 0.835 3.812
C -1.969 -0.669 3.887
C -1.221 1.751 3.189
C -3.767 1.187 3.413
C -4.827 0.079 3.058
C -6.225 0.607 3.356
C -7.355 -0.418 3.299
H -1.706 -1.269 4.788
H -2.697 -1.290 3.302
H -1.125 -0.766 3.158
H -0.587 2.523 3.681
H -0.578 1.029 2.643
H -1.616 2.266 2.274
H -4.318 1.944 4.033
H -3.621 1.701 2.445
H -4.801 -0.247 2.003
H -4.662 -0.843 3.633
H -6.203 1.061 4.344
H -6.471 1.430 2.653
H -8.286 0.003 3.684
H -7.552 -0.754 2.270
H -7.118 -1.304 3.898
*
```

=====

(12)
C7H16Cl2N2O2 | wB97M-V/def2-TZVPD

The expectation value of S² is 0.75. The gap between HOMO and LUMO (spin up / spin down) is 8.76 / 4.00 eV. The calculation puts the energy at -39629.66884 eV. For the HOMO energy (spin up / spin down), the calculation gives -12.6 / -12.6 eV. As for the LUMO energy (spin up / spin down): -3.892 / -8.643 eV.

Structure (ORCA input):
```
! RIJCOSX wB97M-V def2-TZVPD def2/J DEFGRID3
* xyz 1 2
C -0.467 0.609 3.006
C 0.679 0.023 2.164
O 1.807 0.475 2.486
N 0.474 -0.820 1.100
C 1.527 -1.461 0.374
H -0.048 1.470 3.526
H -0.654 -0.154 3.762
H -1.320 0.938 2.413
H -0.484 -1.095 0.937
H 2.471 -0.999 0.664
H 1.427 -1.275 -0.696
H 1.737 -2.489 0.670
C 0.952 3.168 -0.490
C 0.658 2.330 -1.679
O 0.531 2.915 -2.795
N 0.426 1.035 -1.483
C -0.084 0.161 -2.536
H 0.107 3.037 0.185
H 1.092 4.232 -0.681
H 1.796 2.786 0.084
H 0.831 0.718 -0.614
H 0.809 -0.125 -3.091
H -0.906 0.573 -3.123
H -0.391 -0.810 -2.147
C -2.652 -3.068 -0.556
Cl -1.421 -4.155 0.194
Cl -3.006 -1.702 0.555
H -2.351 -2.640 -1.512
H -3.542 -3.678 -0.716
*
```

=====

What did the fifth record say?
C7H15O2 | wB97M-V/def2-TZVPD

The gap between HOMO and LUMO is 7.59 eV. The calculation puts the energy at -11599.00118 eV. For the HOMO energy, the calculation gives -4.0 eV. The energy above the lowest of the compared OMol25 structures with the same formula, charge and spin is 0.00 kcal/mol. As for the LUMO energy: 3.554 eV.

Structure (ORCA input):
```
! RIJCOSX wB97M-V def2-TZVPD def2/J DEFGRID3
* xyz -1 1
C 2.099 -0.061 -1.489
C 1.238 0.410 -2.645
C 2.264 0.937 -0.320
O 1.352 1.794 -0.207
O 3.241 0.756 0.435
H 1.631 -0.939 -1.016
H 3.081 -0.440 -1.795
H 0.997 -0.409 -3.334
H 1.665 1.293 -3.122
H 0.258 0.721 -2.261
C -1.108 -0.217 0.791
C -0.463 -1.508 1.283
C -2.601 -0.385 0.507
C -0.879 0.947 1.750
H -0.583 0.063 -0.125
H -0.567 -2.297 0.533
H -0.919 -1.866 2.213
H -3.125 -0.380 1.462
H -2.964 0.417 -0.134
H -2.841 -1.294 -0.060
H 0.036 0.824 2.344
H -0.721 1.895 1.235
H -1.686 1.075 2.485
H 0.598 -1.335 1.467
*
```

=====

- What is the energy in the ninth record?
  -18834.80233 eV

=====

Repeat the fourth record exactly.
C7H15NO5Si2Tl | wB97M-V/def2-TZVPD

The gap between HOMO and LUMO is 2.10 eV. The calculation puts the energy at -39637.42100 eV. For the HOMO energy, the calculation gives -19.1 eV. As for the LUMO energy: -16.969 eV.

Structure (ORCA input):
```
! RIJCOSX wB97M-V def2-TZVPD def2/J DEFGRID3
* xyz 3 1
C 2.472 0.777 2.598
C 3.034 -0.482 2.085
Si 1.808 -1.735 1.282
O 1.593 -1.600 -0.416
Si 1.922 -0.053 -1.072
C 0.321 0.747 -1.839
C -0.449 1.464 -0.574
C -1.981 0.929 -0.453
C -2.147 -0.110 0.796
O -3.532 0.009 1.267
C -4.390 -0.768 0.410
O -4.291 -2.020 0.302
O 3.092 -0.258 -2.377
N 3.194 -1.615 -2.625
O 2.397 -1.850 -3.481
H 1.513 0.756 3.253
H 2.977 1.784 2.319
H 4.153 -0.746 2.189
H 2.365 -3.086 1.542
H 0.482 -1.743 1.942
H 2.488 0.941 -0.158
H 0.694 1.530 -2.603
H -0.333 -0.069 -2.304
H -0.449 2.585 -0.836
H 0.141 1.291 0.407
H -2.328 0.463 -1.466
H -2.629 1.874 -0.216
H -1.473 0.218 1.679
H -1.864 -1.176 0.499
H -5.160 -0.232 -0.245
Tl -3.620 2.174 -1.906
*
```